Density functional theory data (ωB97M-V with the def2-TZVPD basis set) for a cluster of 2 separate species, C2H6NS in total.

## Properties
Charge ... -1
HOMO ... -2.858 eV
Energy above the lowest of the compared OMol25 structures with the same formula, charge and spin ... 7.5 kcal per mole

```
10
C2H6NS | the OMol25 dataset | ωB97M-V with the def2-TZVPD basis set
N -1.0382 -0.2439 0.4007
H -1.9417 -0.5986 0.6496
S 1.5789 -0.6134 2.0637
H 2.4630 -1.4763 2.5864
C 0.2785 0.7988 -1.3320
C -0.8654 0.3241 -0.8247
H 1.2023 0.7134 -0.7644
H 0.3135 1.2457 -2.3108
H -0.2468 -0.5372 0.9962
H -1.7441 0.3873 -1.4646
```

***

Density functional theory data (ωB97M-V with the def2-TZVPD basis set) for a cluster of 2 separate species, C2H6NS in total.

## Properties
Charge ... -1
HOMO ... -2.921 eV
Energy above the lowest of the compared OMol25 structures with the same formula, charge and spin ... 4.4 kcal per mole

```
10
C2H6NS | the OMol25 dataset | ωB97M-V with the def2-TZVPD basis set
H 0.7304 1.0052 0.1547
H -0.5794 -0.1002 -1.3497
N -0.0903 0.5155 0.5323
H -1.8013 -2.0135 -0.9191
H -1.6884 -1.8747 0.9150
C -1.4609 -1.4523 -0.0531
H 2.7886 2.2530 -0.8660
C -0.7166 -0.3578 -0.3014
H -0.0097 0.2181 1.4923
S 2.8276 1.8068 0.3950
```

***

Density functional theory data (ωB97M-V with the def2-TZVPD basis set) for a cluster of 2 separate species, C2H6NS in total at a distorted geometry.

## Properties
Charge ... -1
HOMO ... -2.792 eV
Energy above the lowest of the compared OMol25 structures with the same formula, charge and spin ... 30.8 kcal per mole

```
10
C2H6NS | the OMol25 dataset | ωB97M-V with the def2-TZVPD basis set
H 1.7396 -0.1663 1.1472
H 0.8317 -1.4606 -0.4447
H 0.5069 0.9021 0.9829
N 0.7322 -0.1094 1.2879
H -1.0586 -1.4026 -1.2485
S 0.5451 2.4375 -0.5681
C -1.1364 -0.7347 -0.3785
C 0.1834 -0.8313 0.1700
H -2.0423 -0.0377 -0.2637
H -0.3016 1.4029 -0.6846
```

***

Density functional theory data (ωB97M-V with the def2-TZVPD basis set) for a cluster of 2 separate species, C2H6NS in total at a distorted geometry.

## Properties
Charge ... -1
HOMO ... -1.784 eV
Energy above the lowest of the compared OMol25 structures with the same formula, charge and spin ... 33.5 kcal per mole

```
10
C2H6NS | the OMol25 dataset | ωB97M-V with the def2-TZVPD basis set
H -0.6533 -0.9208 -1.3789
H -0.0711 0.7404 1.5644
H 2.5654 -0.2447 1.9605
C 1.5421 0.0355 2.2031
H 1.1154 -0.2854 3.1539
H -0.5481 0.7568 -1.9249
N 0.9077 0.6393 1.2900
C -1.1720 -0.1413 -1.9615
H -2.0337 0.0697 -1.3060
S -1.6523 -0.6495 -3.6007
```

***

Density functional theory data (ωB97M-V with the def2-TZVPD basis set) for a cluster of 2 separate species, C2H6NS2 in total at a distorted geometry.

## Properties
Charge ... +1
HOMO ... -13.179 eV
Energy above the lowest of the compared OMol25 structures with the same formula, charge and spin ... 52.8 kcal per mole

```
11
C2H6NS2 | the OMol25 dataset | ωB97M-V with the def2-TZVPD basis set
S -2.7615 -0.7034 1.7331
H 0.8114 -0.6991 -1.6670
N 0.7551 0.7952 -0.2263
S -1.3418 -2.0769 2.9842
H -0.3341 0.6274 -1.9835
C 0.6554 0.3773 -1.6035
H 0.5786 1.7882 -0.1153
H 1.6651 0.5735 0.1672
H 1.3984 0.8611 -2.2497
C -1.1272 -0.9802 1.7629
H -0.2995 -0.5630 1.1979
```

***

Density functional theory data (ωB97M-V with the def2-TZVPD basis set) for a structure of composition C2H6O at a distorted geometry.

## Properties
HOMO ... -9.364 eV
Energy above the lowest of the compared OMol25 structures with the same formula, charge and spin ... 83.8 kcal per mole

```
9
C2H6O | the OMol25 dataset | ωB97M-V with the def2-TZVPD basis set
C 0.4731 0.0719 -0.0603
H -0.9894 1.0399 -0.4651
H -1.5148 -0.5087 -0.7298
C -0.9816 -0.0567 0.1004
H -1.3170 -0.5697 1.0390
O 1.2096 -1.0405 0.3488
H 0.1009 0.8500 -1.2160
H 0.9518 0.9767 0.2762
H 2.0675 -0.7629 0.7068
```

***

Density functional theory data (ωB97M-V with the def2-TZVPD basis set) for an isolated molecule of C2H6O2.

## Properties
SMILES string ... OCCO
HOMO ... -10.213 eV
Energy above the lowest of the compared OMol25 structures with the same formula, charge and spin ... 12.9 kcal per mole

```
10
C2H6O2 | the OMol25 dataset | ωB97M-V with the def2-TZVPD basis set
H -1.4405 -1.0048 0.4044
H -0.9076 0.3194 -1.8739
C 0.2917 -0.2972 0.8373
O -0.2544 -0.2214 -1.4424
H 1.4487 0.7184 -0.7309
H 0.7345 0.2004 1.7042
O -1.0529 -0.5275 1.1505
H -0.0644 1.5130 -0.2723
H 0.8386 -1.2340 0.6525
C 0.4062 0.5339 -0.4293
```

***

Density functional theory data (ωB97M-V with the def2-TZVPD basis set) for an isolated molecule of C2H6O2 at a distorted geometry.

## Properties
SMILES string ... OCCO
HOMO ... -10.327 eV
Energy above the lowest of the compared OMol25 structures with the same formula, charge and spin ... 29.6 kcal per mole

```
10
C2H6O2 | the OMol25 dataset | ωB97M-V with the def2-TZVPD basis set
H 0.9990 1.0087 -0.6905
H -0.4468 1.1987 0.7438
C 0.6055 -0.4885 0.3167
O 1.5316 0.2294 -0.4379
H -1.5468 -0.7501 0.2770
H 0.9742 -1.5130 0.4498
O -0.8253 1.1505 -0.1765
H 0.3913 0.0741 1.3499
C -0.7580 -0.2718 -0.3097
H -0.8390 -0.5791 -1.3606
```

***

Density functional theory data (ωB97M-V with the def2-TZVPD basis set) for a cluster of 2 separate species, C2H6O2 in total at a distorted geometry.

## Properties
SMILES string ... C=CO.O
HOMO ... -9.811 eV
Energy above the lowest of the compared OMol25 structures with the same formula, charge and spin ... 26.5 kcal per mole

```
10
C2H6O2 | the OMol25 dataset | ωB97M-V with the def2-TZVPD basis set
H 0.3476 -0.3056 -1.6292
H -2.0009 0.1741 1.0248
O 1.3031 0.5937 0.6257
H 1.6054 -0.0122 1.3053
O -0.1042 -0.9841 -2.1554
C -0.9577 -0.0402 0.8865
H 0.5225 -1.2405 -2.8646
C -0.0251 0.9062 0.9016
H -0.1415 1.9321 1.2132
H -0.5491 -1.0236 0.6921
```

***

Density functional theory data (ωB97M-V with the def2-TZVPD basis set) for a structure of composition C2H6O2Pt at a distorted geometry.

## Properties
Multiplicity ... 3
HOMO (spin up / spin down) ... -7.471 / -9.421 eV
Energy above the lowest of the compared OMol25 structures with the same formula, charge and spin ... 0.0 kcal per mole

```
11
C2H6O2Pt | the OMol25 dataset | ωB97M-V with the def2-TZVPD basis set
H -2.3313 -0.8779 0.2297
H -0.8545 -1.8784 0.1921
O 2.7372 0.1815 -0.4585
Pt 1.2394 -0.4992 -0.8629
H 3.1702 0.9237 -0.8790
H -1.1564 -0.8142 1.5756
O -0.4230 1.3460 0.6272
H -1.0764 0.4769 -1.1478
C -0.4955 0.2059 -0.2428
H 0.4450 1.8291 0.4847
C -1.2545 -0.8935 0.4817
```

***

Density functional theory data (ωB97M-V with the def2-TZVPD basis set) for a structure of composition C2H6O2Pt at a distorted geometry.

## Properties
Multiplicity ... 3
HOMO (spin up / spin down) ... -6.645 / -9.182 eV
Energy above the lowest of the compared OMol25 structures with the same formula, charge and spin ... 87.4 kcal per mole

```
11
C2H6O2Pt | the OMol25 dataset | ωB97M-V with the def2-TZVPD basis set
Pt -0.7328 1.9766 0.8176
H 0.5246 -2.2441 0.4987
H 1.5793 -0.8607 0.1664
H -0.2895 -0.8541 -1.4270
C -0.4981 -0.5667 -0.3826
C 0.5754 -1.1453 0.5135
H 0.4143 -0.8589 1.5633
H 0.2509 1.7173 -1.1179
O 0.2853 2.9398 -0.1295
H -1.4849 -0.9418 -0.0666
O -0.6244 0.8378 -0.4357
```

***

Density functional theory data (ωB97M-V with the def2-TZVPD basis set) for a cluster of 2 separate species, C2H6O2S2 in total at a distorted geometry.

## Properties
SMILES string ... O=CO.CSS
HOMO ... -9.183 eV
Energy above the lowest of the compared OMol25 structures with the same formula, charge and spin ... 14.8 kcal per mole

```
12
C2H6O2S2 | the OMol25 dataset | ωB97M-V with the def2-TZVPD basis set
H -1.9875 -0.8046 2.4759
H 1.2845 0.1025 -2.2734
S 2.7940 -0.5866 0.5478
H 3.6936 -0.4184 -0.4387
C -2.2571 -0.1786 1.6201
O -1.5385 -0.4988 0.4874
C 0.5717 0.1954 -1.4619
H 0.3123 -0.8221 -1.1838
H -1.2709 0.4119 0.2581
S 1.5010 0.8711 -0.0274
O -2.9398 0.7965 1.7060
H -0.1633 0.9316 -1.7101
```

***

Density functional theory data (ωB97M-V with the def2-TZVPD basis set) for a structure of composition C2H6O2S2 at a distorted geometry.

## Properties
HOMO (spin up / spin down) ... -8.650 / -9.025 eV
Energy above the lowest of the compared OMol25 structures with the same formula, charge and spin ... 88.5 kcal per mole

```
12
C2H6O2S2 | the OMol25 dataset | ωB97M-V with the def2-TZVPD basis set
O 1.1182 -0.1714 0.0720
H -0.2741 1.9816 1.3245
H -0.9612 -2.9378 -0.7039
S 0.5509 -1.4518 0.5691
H 0.5724 -2.6608 -1.5973
O -0.3556 -1.3088 1.6654
C -0.2948 -2.2102 -0.9492
H 1.1659 2.7439 0.7665
H -0.8714 -1.3964 -1.5154
H -0.6378 3.3468 0.6525
S -0.1450 1.4722 -0.8436
C 0.1325 2.5927 0.5592
```

***

Density functional theory data (ωB97M-V with the def2-TZVPD basis set) for a cluster of 2 separate species, C2H6O2S3 in total at a distorted geometry.

## Properties
HOMO ... -8.799 eV
Energy above the lowest of the compared OMol25 structures with the same formula, charge and spin ... 42.4 kcal per mole

```
13
C2H6O2S3 | the OMol25 dataset | ωB97M-V with the def2-TZVPD basis set
S -2.1849 0.0425 1.5019
S 2.0155 2.0012 0.5753
O -0.1636 -0.9994 -1.3182
H -3.1351 -0.9724 -0.6341
H 2.6428 0.3383 -0.9780
C -2.9121 -1.0297 0.5329
O 1.3415 -0.8783 0.8344
H -3.0482 -2.1463 0.8299
S 0.2451 -0.0799 -0.2755
H 0.9448 -1.3994 1.5049
C 1.6985 0.9149 -0.8546
H 1.3907 1.3452 -1.8528
H 1.1649 2.8633 0.1339
```

***

Density functional theory data (ωB97M-V with the def2-TZVPD basis set) for a structure of composition C2H6O2Si2 at a distorted geometry.

## Properties
HOMO ... -9.892 eV
Energy above the lowest of the compared OMol25 structures with the same formula, charge and spin ... 19.2 kcal per mole

```
12
C2H6O2Si2 | the OMol25 dataset | ωB97M-V with the def2-TZVPD basis set
C -1.8771 1.5936 0.1873
O 0.2569 -1.3079 0.8534
H -2.3272 2.5153 -0.2357
Si 1.0730 -2.0280 -0.5533
C -0.5427 1.4475 -0.0884
H -0.0991 2.2037 -0.8160
H -2.5495 0.9027 0.7107
O 1.5066 -0.6680 -1.2017
H 2.3606 -2.8326 -0.1903
Si 0.5659 0.2425 0.6528
H 0.0167 -2.9148 -0.7672
H 1.6159 0.8459 1.4484
```

***

Density functional theory data (ωB97M-V with the def2-TZVPD basis set) for a structure of composition C2H6O4 at a distorted geometry.

## Properties
HOMO ... -9.339 eV
Energy above the lowest of the compared OMol25 structures with the same formula, charge and spin ... 194.1 kcal per mole

```
12
C2H6O4 | the OMol25 dataset | ωB97M-V with the def2-TZVPD basis set
O 1.4920 -1.1680 0.6512
O 0.1718 -0.0627 -0.9423
H 1.3293 -0.3436 1.1679
O 0.0198 1.0945 1.1205
O 1.4026 -0.7435 -0.7033
H -1.0837 -1.7969 -0.7192
C -1.1815 -0.9150 -0.0988
H 1.2415 1.7968 -0.3847
H -1.0774 -1.1055 0.9589
H -1.9907 -0.2445 -0.3571
H -0.5611 2.0106 -0.6195
C 0.2374 1.4776 -0.0736
```

***

Density functional theory data (ωB97M-V with the def2-TZVPD basis set) for an isolated molecule of C2H6OS at a distorted geometry.

## Properties
SMILES string ... CCSO
HOMO ... -8.617 eV
Energy above the lowest of the compared OMol25 structures with the same formula, charge and spin ... 16.2 kcal per mole

```
10
C2H6OS | the OMol25 dataset | ωB97M-V with the def2-TZVPD basis set
H 0.3571 0.6302 -2.0695
H -0.0085 -1.2043 -0.6712
H 0.9103 -0.6656 0.7183
S -1.3064 0.3935 0.7079
H 0.8253 1.6319 -0.5070
O -1.6822 -0.9890 1.6483
C 0.8435 0.6509 -0.9839
H -1.9192 -0.5047 2.4644
H 1.7921 0.3907 -1.2346
C 0.1880 -0.3337 -0.0727
```

***

Density functional theory data (ωB97M-V with the def2-TZVPD basis set) for a cluster of 2 separate species, C2H6OS in total at a distorted geometry.

## Properties
SMILES string ... CC=O.S
HOMO ... -9.654 eV
Energy above the lowest of the compared OMol25 structures with the same formula, charge and spin ... 9.8 kcal per mole

```
10
C2H6OS | the OMol25 dataset | ωB97M-V with the def2-TZVPD basis set
H -1.9943 1.9096 -0.4252
C -1.0707 0.6774 -1.8568
H -2.0036 0.7130 -2.4730
H 1.5077 0.1814 2.4650
H -0.1483 -0.8795 2.2912
C -1.0093 1.4214 -0.5359
H -1.0012 0.6674 0.2898
O -0.3102 -0.2201 -2.1206
H -0.2110 2.1847 -0.6251
S 1.1567 -0.9746 1.8793
```

***

Density functional theory data (ωB97M-V with the def2-TZVPD basis set) for a cluster of 2 separate species, C2H6OS in total at a distorted geometry.

## Properties
HOMO ... -9.113 eV
Energy above the lowest of the compared OMol25 structures with the same formula, charge and spin ... 43.6 kcal per mole

```
10
C2H6OS | the OMol25 dataset | ωB97M-V with the def2-TZVPD basis set
H 0.8745 0.7241 1.9577
C -0.4388 0.5763 -0.2521
O 1.8691 -0.0174 0.0103
C 0.7220 -0.0403 0.6136
H -1.3307 0.4110 0.3084
H -0.2739 1.6402 -0.2004
H -0.6688 0.3250 -1.3384
H 1.2333 -2.1568 1.9982
S 0.2584 -1.8524 1.0344
H 2.6933 -0.2645 0.5109
```

***

Density functional theory data (ωB97M-V with the def2-TZVPD basis set) for a cluster of 2 separate species, C2H6OS in total at a distorted geometry.

## Properties
Multiplicity ... 2
Charge ... +1
HOMO (spin up / spin down) ... -13.204 / -13.179 eV
Energy above the lowest of the compared OMol25 structures with the same formula, charge and spin ... 12.1 kcal per mole

```
10
C2H6OS | the OMol25 dataset | ωB97M-V with the def2-TZVPD basis set
H -2.3994 -0.0091 1.1774
C -1.1153 -2.0551 -0.8158
H -0.6058 -0.1656 0.0352
H 2.8056 1.0537 -0.8981
O -2.1956 -0.9507 1.0101
S 2.0343 1.7505 -0.0444
H 1.3287 2.3844 -1.0552
H -1.9077 -2.7920 -0.9994
H -0.1657 -2.2351 -1.2777
C -1.2356 -1.0272 0.0645
```